(1)
78
Properties=species:S:1:pos:R:3:lowdin_charge:R:1 method="wB97M-V/def2-TZVPD" homo_lumo_gap_ev="6.19 / 6.26" spin_multiplicity=5 total_charge=+2 homo_ev="-11.615 / -11.705" e_lumo_ev="-5.4 / -5.4" relative_energy_kj_mol=100.1
Cr 0.985 -0.091 0.048 0.003
F 4.355 -1.160 6.012 0.105
C 4.099 -1.177 4.667 -0.088
C 2.772 -1.239 4.202 -0.137
F 1.771 -1.333 5.091 0.107
C 2.501 -1.474 2.850 -0.242
F 1.249 -1.873 2.499 0.032
C 3.503 -1.331 1.873 -0.569
S 3.193 -1.052 0.199 0.554
C 4.848 -1.362 2.385 -0.203
F 5.895 -1.613 1.553 0.071
C 5.148 -1.276 3.734 -0.104
F 6.444 -1.395 4.179 0.101
C 3.017 3.764 -1.038 -0.034
N 1.893 4.262 -0.242 -0.108
C 1.181 5.433 -0.302 -0.051
C 0.435 5.564 0.803 -0.022
N 0.655 4.436 1.623 -0.100
C 0.049 4.216 2.925 -0.036
C 1.498 3.594 0.928 -0.629
Se 2.168 1.977 1.539 0.715
H 3.112 4.378 -1.971 0.115
H 2.853 2.693 -1.223 0.047
H 3.934 3.801 -0.436 0.100
H 1.290 6.105 -1.139 0.134
H -0.255 6.340 1.067 0.128
H 0.026 5.105 3.572 0.109
H 0.578 3.394 3.445 0.065
H -0.977 3.782 2.859 0.089
N 1.889 -4.724 -1.561 0.140
C 0.597 -4.024 -1.787 -0.189
P -0.157 -3.519 -0.166 0.567
O 0.642 -4.385 0.861 -0.366
O -0.135 -1.971 0.028 -0.455
C -1.902 -4.135 -0.010 -0.167
N -1.956 -4.807 1.330 0.136
H 2.053 -4.708 -0.509 0.150
H 2.654 -4.196 -2.004 0.171
H 1.874 -5.711 -1.875 0.183
H -0.054 -4.691 -2.393 0.117
H 0.823 -3.147 -2.443 0.102
H -2.150 -4.850 -0.798 0.108
H -2.632 -3.303 -0.047 0.115
H -2.323 -4.151 2.047 0.181
H -0.961 -5.028 1.635 0.141
H -2.571 -5.634 1.311 0.179
S -0.015 1.055 -2.016 0.604
C 0.499 0.240 -3.434 -1.011
N 1.717 0.334 -3.990 -0.040
C 1.952 -0.329 -5.269 -0.185
C 0.616 -0.976 -5.671 -0.423
S -0.597 -0.826 -4.347 0.937
H 2.416 0.829 -3.453 0.147
H 2.772 -1.065 -5.158 0.125
H 2.340 0.468 -5.993 0.154
H 0.698 -2.063 -5.910 0.090
H 0.195 -0.486 -6.524 0.069
C -3.815 2.173 -2.144 -0.214
Ge -4.256 1.446 -0.375 0.795
C -5.945 0.407 -0.409 -0.211
C -4.210 2.861 0.961 -0.230
C -2.811 0.132 0.192 -0.607
Se -1.342 0.956 1.101 0.829
C -1.447 -0.079 2.852 -0.268
H -4.711 2.413 -2.725 0.026
H -3.221 1.457 -2.724 0.000
H -3.262 3.104 -2.020 0.020
H -6.521 0.759 -1.273 0.020
H -6.550 0.584 0.459 0.008
H -5.798 -0.691 -0.506 0.023
H -4.945 3.616 0.693 0.030
H -3.192 3.260 0.936 -0.010
H -4.453 2.444 1.911 0.013
H -2.414 -0.322 -0.697 -0.028
H -3.299 -0.569 0.870 0.014
H -2.294 0.316 3.430 0.039
H -0.508 0.211 3.302 0.005
H -1.510 -1.144 2.619 0.014

=====

(2)
70
Properties=species:S:1:pos:R:3:lowdin_charge:R:1 method="wB97M-V/def2-TZVPD" homo_lumo_gap_ev=6.40 homo_ev=-7.174 e_lumo_ev=-0.8 relative_energy_kj_mol=48.7
Au -0.025 0.550 -0.655 0.655
C 0.978 0.260 4.155 -0.177
Si 1.067 0.787 2.349 0.330
C 1.358 2.640 2.336 -0.185
C 2.648 0.021 1.660 -0.185
C -0.467 0.306 1.442 -0.613
Si -1.944 1.397 1.678 0.331
C -2.440 1.616 3.481 -0.181
C -3.435 0.627 0.807 -0.186
C -1.735 3.144 0.997 -0.227
Si -0.882 -1.472 1.552 0.410
C -1.996 -1.945 2.991 -0.178
C 0.599 -2.626 1.646 -0.177
C -1.778 -2.128 -0.022 -0.302
C -2.707 -3.173 0.007 -0.064
C -3.223 -3.676 -1.177 -0.071
C -2.796 -3.132 -2.381 -0.077
C -1.875 -2.097 -2.338 -0.168
N -1.388 -1.607 -1.198 0.005
H 1.856 0.603 4.712 0.031
H 0.930 -0.831 4.247 0.018
H 0.087 0.672 4.641 0.018
H 2.292 2.874 2.857 0.031
H 0.551 3.190 2.829 0.021
H 1.437 3.011 1.309 0.024
H 3.509 0.643 1.928 0.030
H 2.608 -0.046 0.568 -0.006
H 2.829 -0.984 2.053 0.016
H -2.641 0.660 3.973 0.017
H -3.343 2.232 3.552 0.033
H -1.648 2.125 4.042 0.021
H -3.877 -0.200 1.377 0.022
H -3.126 0.237 -0.170 -0.009
H -4.215 1.381 0.651 0.032
H -1.572 3.876 1.794 0.026
H -2.634 3.441 0.447 0.017
H -0.892 3.201 0.305 -0.034
H -1.570 -1.572 3.928 0.030
H -2.094 -3.032 3.083 0.029
H -2.998 -1.518 2.889 0.020
H 1.175 -2.475 2.565 0.020
H 1.273 -2.469 0.797 0.025
H 0.259 -3.666 1.628 0.033
H -3.025 -3.585 0.958 0.098
H -3.944 -4.484 -1.165 0.105
H -3.162 -3.507 -3.329 0.097
H -1.508 -1.636 -3.251 0.088
N -3.511 0.940 -2.985 0.100
C -2.255 1.325 -3.281 -0.959
N -1.738 0.811 -4.426 0.081
S -1.397 2.365 -2.293 0.640
H -3.936 0.154 -3.448 0.103
H -3.845 1.172 -2.063 0.078
H -2.343 0.423 -5.131 0.103
H -0.872 1.218 -4.733 0.089
N 6.513 -0.775 -2.933 0.083
C 5.951 0.436 -2.827 -0.814
S 6.858 1.807 -2.951 0.682
C 4.465 0.453 -2.590 -0.214
C 3.709 -0.711 -2.483 -0.009
C 2.348 -0.624 -2.250 -0.135
N 1.712 0.540 -2.120 -0.052
C 2.429 1.661 -2.240 -0.118
C 3.792 1.659 -2.472 -0.027
H 7.507 -0.816 -3.082 0.098
H 5.999 -1.631 -2.850 0.086
H 4.144 -1.697 -2.556 0.103
H 1.739 -1.516 -2.143 0.109
H 1.875 2.587 -2.139 0.101
H 4.341 2.586 -2.550 0.082

=====

(3)
60
Properties=species:S:1:pos:R:3:lowdin_charge:R:1 method="wB97M-V/def2-TZVPD" homo_lumo_gap_ev=5.35 total_charge=+1 homo_ev=-11.030 e_lumo_ev=-5.7 relative_energy_kj_mol=2074.3
C -6.866 -2.850 -0.610 -0.065
C -5.361 -2.492 -0.229 -0.198
C -5.324 -1.831 1.169 -0.237
C -6.208 -0.652 1.369 -0.265
C -5.802 0.366 0.353 -0.165
C -4.431 0.877 0.777 -0.269
C -4.114 2.085 0.086 -0.220
C -2.618 2.728 0.030 -0.187
C -1.586 1.804 -0.527 -0.130
C -0.092 2.312 -0.267 -0.246
C 0.903 1.729 -0.918 -0.253
C 1.115 0.292 -0.341 -0.077
C 2.261 -0.866 -1.077 -0.032
C 3.679 -0.027 -0.893 -0.099
C 4.634 -1.079 -1.735 -0.082
H 4.254 -1.268 -2.509 -0.018
H 4.677 -2.189 -1.040 0.199
C 6.039 -0.564 -1.575 -0.239
N 6.734 -0.294 -0.384 -0.009
C 7.123 -1.441 0.384 -0.107
C 7.576 -1.451 1.470 -0.011
C 7.429 -0.159 2.429 0.214
C 6.994 0.974 1.707 -0.041
C 6.485 0.805 0.525 0.027
H 6.119 1.770 -0.410 0.263
H 7.007 1.827 2.156 0.068
H 7.919 -0.381 3.286 0.085
H 8.080 -2.172 1.972 0.099
H 7.112 -2.429 -0.210 0.188
H 6.108 0.437 -2.051 0.131
H 6.719 -1.066 -2.297 0.152
H 3.911 0.025 -0.013 -0.015
H 3.703 0.887 -1.425 0.095
H 2.224 -1.799 -0.521 0.098
H 1.894 -0.876 -1.999 0.037
H 0.325 -0.156 -0.143 -0.002
H 1.585 0.386 0.612 0.088
H 0.675 1.364 -1.708 0.031
H 1.864 2.165 -0.929 0.118
H -0.022 2.578 0.903 0.181
H -0.035 3.287 -0.524 0.080
H -1.732 0.880 0.296 0.169
H -1.829 1.591 -1.467 0.069
H -2.539 3.552 -0.279 -0.010
H -2.531 2.884 1.153 0.140
H -4.561 2.947 0.182 0.049
H -4.084 1.900 -1.102 0.162
H -4.082 1.017 1.826 0.152
H -3.691 0.237 0.330 0.093
H -6.606 1.464 0.771 0.216
H -5.949 0.334 -0.592 0.036
H -6.134 -0.276 2.390 0.127
H -7.136 -0.751 1.120 0.035
H -5.831 -2.755 1.974 0.175
H -4.326 -1.830 1.605 0.091
H -5.032 -1.667 -0.709 0.050
H -4.913 -3.441 -0.318 0.093
H -7.466 -3.530 0.061 0.099
H -7.514 -1.869 -0.760 0.119
H -6.729 -3.344 -1.377 -0.050

=====

(4)
64
Properties=species:S:1:pos:R:3:lowdin_charge:R:1 method="wB97M-V/def2-TZVPD" homo_lumo_gap_ev=5.10 total_charge=-1 homo_ev=-2.334 e_lumo_ev=2.8
C -2.243 -1.555 2.257 -0.120
C -2.548 -0.195 2.910 -0.255
C -1.596 0.940 2.539 -0.287
N -2.081 1.737 1.416 -0.144
C -2.434 0.984 0.201 -0.522
C -1.269 0.824 -0.728 -0.247
O -0.144 0.208 -0.002 -0.112
C 1.079 0.357 -0.554 -0.277
C 1.866 1.419 -0.112 0.015
C 3.158 1.616 -0.565 -0.281
C 3.983 2.771 -0.069 -0.053
C 3.669 0.705 -1.490 -0.065
C 2.892 -0.348 -1.931 -0.049
C 1.588 -0.556 -1.488 -0.141
C 0.807 -1.726 -2.048 -0.349
C -0.122 -2.436 -1.050 -0.058
C 0.060 -1.322 -3.336 -0.057
P -3.831 1.810 -0.567 0.865
C -5.195 0.548 -0.519 -0.346
C -3.511 1.781 -2.411 -0.471
C -4.745 2.015 -3.281 -0.199
H -2.253 -2.362 2.996 0.052
H -2.969 -1.788 1.481 0.054
H -1.263 -1.534 1.780 0.039
H -3.566 0.113 2.672 0.091
H -2.500 -0.325 3.997 0.085
H -1.502 1.615 3.400 0.094
H -0.598 0.509 2.373 0.080
H -1.389 2.465 1.220 0.075
H -1.524 0.138 -1.540 0.070
H -0.848 1.758 -1.163 0.116
H 1.420 2.083 0.620 0.126
H 4.916 2.431 0.381 0.077
H 3.429 3.334 0.682 0.071
H 4.220 3.462 -0.880 0.076
H 4.682 0.816 -1.861 0.108
H 3.318 -1.052 -2.639 0.113
H 1.556 -2.462 -2.354 0.120
H -1.126 -2.019 -1.049 0.075
H -0.183 -3.496 -1.311 0.077
H 0.267 -2.370 -0.037 0.057
H -0.815 -1.957 -3.482 0.076
H -0.266 -0.283 -3.301 0.072
H 0.705 -1.428 -4.211 0.070
H -5.530 0.471 0.514 0.006
H -4.847 -0.432 -0.857 0.025
H -6.033 0.874 -1.139 -0.004
H -2.801 2.593 -2.596 0.058
H -3.017 0.866 -2.749 0.056
H -5.194 2.991 -3.090 0.057
H -5.489 1.236 -3.131 0.040
H -4.469 1.981 -4.340 0.055
C 4.724 -1.851 3.598 -0.020
C 4.690 -1.664 2.095 -0.559
O 5.698 -1.814 1.416 0.011
N 3.504 -1.327 1.545 0.041
C 2.231 -1.108 2.211 -0.056
H 5.739 -2.117 3.879 0.075
H 4.438 -0.933 4.113 0.079
H 4.046 -2.646 3.909 0.079
H 3.529 -1.199 0.541 0.117
H 1.475 -1.795 1.827 0.077
H 1.889 -0.093 2.022 0.069
H 2.322 -1.255 3.283 0.074

=====

Number 1: M 896.3 g/mol. Number 2: M 705.9 g/mol. Number 3: M 304.5 g/mol. Number 4: M 381.5 g/mol.